No. 1
Entry from the OMol25 dataset: the molecule C10H12N2O3 in a non-equilibrium geometry (ωB97M-V with the def2-TZVPD basis set).

Structure (XYZ):
```
27
Properties=species:S:1:pos:R:3:forces:R:3:nbo_charge:R:1
C -4.098 1.098 -0.140 -1.416 0.826 1.235 -0.322
C -2.725 1.366 -0.381 0.074 -2.200 0.269 -0.263
C -4.154 -0.229 0.218 -2.397 0.033 0.749 0.091
C -2.118 0.128 -0.183 1.703 2.166 -0.498 0.195
C -0.719 -0.150 -0.163 4.152 1.565 0.650 0.060
C 0.600 1.126 0.200 -2.587 -3.482 -2.019 0.736
C 1.975 -0.536 -0.880 1.392 -3.078 -2.765 -0.209
C 1.154 -1.588 -0.121 3.094 -1.382 0.693 -0.074
C 1.367 -1.543 1.439 0.104 -1.321 -2.556 -0.601
C 2.877 1.646 -0.328 1.081 0.697 0.139 -0.410
N 1.771 0.754 -0.388 -0.325 1.073 0.518 -0.487
N -0.218 -1.357 -0.300 -3.512 1.211 -1.294 0.072
O -0.985 -2.328 -0.590 0.558 -0.892 0.038 -0.525
O 0.333 2.118 0.779 -0.028 1.113 0.585 -0.568
O -2.948 -0.838 0.177 -1.733 0.392 0.208 -0.355
H -4.953 1.865 0.034 1.669 -1.681 -0.737 0.240
H -2.203 2.251 -0.645 0.137 0.543 -0.093 0.238
H -5.042 -0.790 0.637 1.505 0.481 -0.805 0.210
H 3.136 -0.805 -1.019 -2.485 0.608 1.227 0.228
H 1.683 -0.752 -1.977 -0.047 1.029 1.210 0.205
H 1.451 -2.575 -0.632 -0.911 1.246 1.159 0.249
H 1.108 -0.563 1.711 0.424 1.360 0.836 0.211
H 2.381 -1.877 1.571 0.353 0.167 0.871 0.215
H 0.625 -2.162 1.904 -0.069 -0.723 0.245 0.232
H 3.845 1.194 -0.422 0.228 -1.087 0.049 0.207
H 2.928 2.379 -1.095 -0.632 0.799 -0.903 0.202
H 2.929 2.167 0.595 -0.331 0.538 0.988 0.222
```
Positions in Å, forces in eV/Å.

Its orbital gap (spin up / spin down) is 0.2963 / 0.2964 Ha. The HOMO energy (spin up / spin down) is -7.6 / -7.6 eV. As for the total energy: -723.3203 Eh. The spin multiplicity is 1. The maximum force is 4.8 eV/A.

---

No. 2
Entry from the OMol25 dataset: the molecule C10H12N2OS in a non-equilibrium geometry (ωB97M-V with the def2-TZVPD basis set).

Structure (XYZ):
```
26
Properties=species:S:1:pos:R:3:forces:R:3:nbo_charge:R:1
C 2.816 -0.823 -1.215 0.407 0.064 0.181 -0.441
N 1.484 -0.348 -1.406 -0.516 -0.205 -0.561 -0.434
C 0.980 0.587 -0.745 0.087 0.409 0.511 0.158
C -0.413 1.036 -1.058 -0.072 0.221 -0.120 -0.439
C -1.474 0.375 -0.142 0.455 -0.398 -0.106 -0.369
C -2.617 1.252 -0.061 -0.173 0.145 0.249 0.297
N -3.515 1.958 -0.019 -0.493 0.401 0.006 -0.314
C -1.926 -0.955 -0.676 -0.006 -0.345 -0.005 -0.190
C -1.558 -2.145 -0.205 -0.181 0.555 -0.254 -0.159
C -0.659 -2.420 0.896 -0.311 -0.818 -0.322 -0.592
C 0.054 -1.611 1.625 0.918 0.532 0.995 0.745
O 0.722 -0.977 2.335 -0.399 -0.240 -0.394 -0.445
S 1.898 1.485 0.522 0.110 0.028 -0.053 0.180
C 0.660 2.312 1.563 0.131 -0.339 -0.355 -0.737
H 3.247 -1.018 -2.196 0.085 -0.060 0.078 0.211
H 3.455 -0.119 -0.672 0.117 -0.130 -0.024 0.187
H 2.779 -1.766 -0.665 0.068 -0.034 -0.006 0.211
H -0.623 0.753 -2.092 0.013 0.037 0.103 0.249
H -0.478 2.125 -0.990 -0.033 -0.132 0.027 0.230
H -1.077 0.245 0.871 -0.082 0.203 -0.111 0.243
H -2.609 -0.906 -1.510 -0.048 -0.034 -0.110 0.219
H -1.967 -3.029 -0.673 0.005 -0.015 -0.064 0.225
H -0.521 -3.460 1.160 0.101 -0.052 0.191 0.281
H -0.051 2.877 0.970 -0.079 0.104 0.058 0.221
H 1.232 2.988 2.192 -0.009 0.055 -0.006 0.242
H 0.160 1.582 2.192 -0.097 0.049 0.091 0.218
```
Positions in Å, forces in eV/Å.

Its orbital gap is 0.3349 Ha. The HOMO energy is -8.7 eV. As for the total energy: -971.1100 Eh. The spin multiplicity is 1. The maximum force is 1.5 eV/A.

---

No. 3
Entry from the OMol25 dataset: the molecule C10H12N4O2S in a non-equilibrium geometry (ωB97M-V with the def2-TZVPD basis set).

Structure (XYZ):
```
29
Properties=species:S:1:pos:R:3:forces:R:3:nbo_charge:R:1
C 3.521 1.828 0.531 0.072 -0.220 -0.100 -0.612
C 3.747 0.498 -0.187 0.402 0.522 0.227 -0.211
N 2.529 -0.269 -0.236 -0.673 -0.087 -0.586 -0.143
C 1.489 -0.099 -1.067 -0.094 -0.113 -0.045 -0.003
C 0.521 -1.003 -0.678 -0.380 -0.142 -0.315 -0.488
S -1.083 -1.178 -1.387 0.382 0.570 -0.302 2.337
O -1.774 -2.244 -0.737 0.157 0.128 0.349 -0.918
O -0.996 -1.167 -2.815 0.038 0.247 0.034 -0.928
N -1.801 0.297 -0.984 0.049 -0.769 -0.635 -0.838
C -1.600 0.826 0.281 -0.007 0.191 1.050 0.106
C -1.604 -0.005 1.401 -0.058 0.300 0.055 -0.218
C -1.378 0.556 2.644 0.040 0.096 -0.163 -0.230
C -1.151 1.923 2.729 -0.029 -0.180 0.263 0.008
N -1.159 2.719 1.673 0.024 0.398 0.055 -0.397
C -1.379 2.190 0.486 -0.042 -0.396 -0.372 -0.008
C 1.084 -1.677 0.417 -0.103 0.131 -0.186 -0.018
N 2.290 -1.215 0.665 0.340 -0.489 0.731 -0.252
H 2.793 2.434 -0.002 -0.062 0.083 -0.034 0.210
H 3.153 1.653 1.539 -0.017 -0.009 0.059 0.223
H 4.456 2.378 0.591 0.081 0.088 0.015 0.219
H 4.102 0.665 -1.208 -0.035 -0.111 0.122 0.207
H 4.477 -0.105 0.357 -0.097 0.000 -0.176 0.231
H 1.495 0.609 -1.870 0.051 0.195 -0.166 0.232
H -1.784 0.956 -1.747 0.072 -0.071 -0.203 0.417
H -1.791 -1.060 1.275 -0.061 -0.083 0.111 0.245
H -1.380 -0.057 3.532 0.014 -0.042 0.086 0.223
H -0.961 2.407 3.677 0.010 -0.060 0.129 0.194
H -1.381 2.881 -0.349 -0.006 0.009 -0.177 0.185
H 0.652 -2.465 0.999 -0.068 -0.187 0.173 0.229
```
Positions in Å, forces in eV/Å.

Its orbital gap is 0.3558 Ha. The HOMO energy is -9.1 eV. As for the total energy: -1155.9262 Eh. The spin multiplicity is 1. The maximum force is 1.1 eV/A.

---

No. 4
Entry from the OMol25 dataset: the ion C10H12NO with charge +1 in a non-equilibrium geometry (ωB97M-V with the def2-TZVPD basis set).

Structure (XYZ):
```
24
Properties=species:S:1:pos:R:3:forces:R:3:nbo_charge:R:1
C -1.745 -0.076 -1.173 1.138 -2.726 -2.170 -0.390
N -0.886 -0.466 0.042 -2.096 0.704 -2.392 -0.305
C -1.713 -0.086 1.225 -1.689 1.771 -0.509 -0.396
C -0.470 -1.899 0.033 -1.432 -1.108 0.325 -0.070
C 0.838 -2.110 -0.052 0.180 0.200 0.343 -0.193
C 1.613 -0.878 -0.038 -3.774 2.820 0.009 -0.108
C 2.879 -0.397 0.038 -1.533 0.170 -0.542 0.381
O 3.974 -1.169 0.025 -1.170 -0.711 0.451 -0.634
C 2.959 1.026 0.058 0.568 0.560 0.190 -0.273
C 1.993 1.941 -0.013 -2.069 1.332 -0.576 -0.142
C 0.581 1.683 -0.171 1.525 -2.568 0.784 -0.278
C 0.229 0.408 -0.069 6.428 -5.158 0.695 0.225
H -1.435 -0.675 -2.116 -0.685 0.400 1.902 0.257
H -2.729 -0.229 -0.839 -1.374 -0.321 -0.317 0.221
H -1.582 0.899 -1.529 0.241 1.537 0.460 0.236
H -1.068 -0.429 1.989 0.140 0.424 1.641 0.236
H -1.817 1.076 1.048 0.032 -2.367 1.229 0.236
H -2.775 -0.561 1.313 2.165 0.563 -0.599 0.254
H -1.266 -2.711 0.199 1.138 1.785 -0.489 0.265
H 1.163 -3.161 -0.052 0.330 0.771 0.009 0.278
H 4.665 -0.640 -0.322 1.545 0.634 -0.389 0.493
H 3.874 1.538 0.150 1.651 -0.171 0.165 0.237
H 2.143 3.033 0.028 0.775 -0.807 -0.010 0.238
H -0.040 2.481 -0.236 -2.033 2.266 -0.211 0.232
```
Positions in Å, forces in eV/Å.

Its orbital gap is 0.3180 Ha. The HOMO energy is -12.3 eV. As for the total energy: -517.8393 Eh. The spin multiplicity is 1. The charge is +1. The maximum force is 8.3 eV/A.

---

No. 5
Entry from the OMol25 dataset: the molecule C10H12NOP in a non-equilibrium geometry (ωB97M-V with the def2-TZVPD basis set).

Structure (XYZ):
```
25
Properties=species:S:1:pos:R:3:forces:R:3:nbo_charge:R:1
O -1.504 1.223 -1.834 -0.062 -0.698 -0.197 -0.635
C -1.641 0.033 -1.555 -0.904 2.600 1.410 0.504
N -2.210 -0.387 -0.405 -1.326 -1.056 0.042 -0.488
C -2.778 0.468 0.668 2.967 -0.168 -1.015 -0.539
P -1.095 1.334 1.017 0.359 2.290 2.515 0.826
C 0.658 0.785 0.537 -0.701 1.091 -0.213 -0.287
C 1.718 1.713 0.325 1.264 -1.821 0.033 -0.183
C 2.942 1.279 -0.240 -0.527 -1.070 -0.277 -0.206
C 2.991 -0.069 -0.610 -0.136 1.199 0.221 -0.185
C 1.993 -0.967 -0.354 -0.919 -1.207 -1.987 -0.208
C 0.809 -0.546 0.193 -1.460 -0.764 1.051 -0.014
C -0.263 -1.555 0.647 -2.244 -0.502 0.071 -0.477
C -1.737 -1.665 0.000 0.944 -1.091 -1.249 -0.188
H -1.286 -0.792 -2.092 0.773 -1.115 -1.590 0.121
H -3.217 1.244 0.072 -0.668 0.943 -0.144 0.186
H -1.060 1.373 2.503 0.337 -0.017 -1.413 -0.007
H -0.955 2.791 0.807 -0.152 -1.291 0.126 0.020
H 1.807 2.617 0.836 -0.889 1.850 0.282 0.220
H 3.899 1.807 -0.538 -1.730 0.197 0.971 0.234
H 3.854 -0.288 -1.144 1.353 -1.142 -0.904 0.208
H 1.843 -1.921 -0.913 1.161 0.360 0.916 0.221
H -0.095 -2.633 0.585 1.456 0.238 0.321 0.239
H -0.502 -1.311 1.703 0.403 -0.256 -0.337 0.222
H -1.796 -2.348 -0.930 0.680 0.873 1.325 0.191
H -2.376 -2.184 0.722 0.021 0.555 0.043 0.226
```
Positions in Å, forces in eV/Å.

Its orbital gap is 0.3119 Ha. The HOMO energy is -8.1 eV. As for the total energy: -859.4296 Eh. The spin multiplicity is 1. The maximum force is 3.4 eV/A.

---

No. 6
Entry from the OMol25 dataset: a cluster of 2 separate species, C10H12O2 in total in a non-equilibrium geometry (ωB97M-V with the def2-TZVPD basis set).

Structure (XYZ):
```
24
Properties=species:S:1:pos:R:3:forces:R:3:nbo_charge:R:1
C -1.530 -2.079 2.094 0.771 -0.222 -0.653 -0.198
C -0.580 -2.445 1.434 -1.228 0.651 0.694 -0.027
C 0.548 -2.951 0.683 -0.706 0.122 0.850 -0.188
C 0.731 -2.636 -0.587 0.421 0.848 -1.377 -0.285
C 1.383 -3.778 1.481 1.372 -1.392 0.886 -0.034
C 2.072 -4.442 2.225 -0.669 0.651 -0.539 -0.173
H -2.385 -1.737 2.654 0.456 -0.201 -0.245 0.243
H 0.120 -1.836 -1.026 0.038 -0.696 0.100 0.203
H 1.536 -3.031 -1.221 -0.323 0.108 0.595 0.217
H 2.652 -4.997 2.936 -0.147 0.136 -0.324 0.242
C 0.572 1.479 -2.013 1.075 -0.438 -0.660 -0.536
C -0.186 2.413 -1.475 0.275 0.215 1.048 0.304
C 0.069 3.903 -1.596 -0.869 -0.011 -0.325 -0.105
O 0.061 4.524 -0.312 -0.489 -0.688 -0.207 -0.706
O -1.191 2.181 -0.574 0.002 -0.017 -0.352 -0.529
C -1.418 0.836 -0.166 0.506 -0.135 -0.074 -0.254
H 0.540 0.421 -1.752 -0.247 0.340 -0.280 0.203
H 1.369 1.796 -2.703 -0.418 -0.232 0.469 0.216
H 1.015 4.109 -2.091 0.052 -0.157 0.164 0.193
H -0.727 4.313 -2.242 0.114 0.156 0.236 0.167
H -0.638 4.035 0.169 0.488 0.513 -0.093 0.478
H -2.316 0.864 0.438 -0.188 -0.136 -0.099 0.201
H -1.507 0.141 -1.024 -0.228 0.463 0.335 0.181
H -0.594 0.476 0.466 -0.059 0.122 -0.149 0.189
```
Positions in Å, forces in eV/Å.

Its orbital gap is 0.3442 Ha. The HOMO energy is -9.2 eV. As for the total energy: -538.5082 Eh. The spin multiplicity is 1. The maximum force is 2.1 eV/A.